1.
This record from OMol25 describes a cluster of 14 separate species, C28H84O14 in total at a distorted geometry. The level of theory is ωB97M-V/def2-TZVPD.

Calculated values
Kohn-Sham gap: 9.52 eV
E_LUMO: 0.30 eV
Charge: 0
E_tot: -2170.4603 Eh

Bonds (Å) are listed after each position.
Cartesian coordinates (Å):
1 C -10.48888 -12.31760 8.33240  C2 1.512, H4 1.086, H5 1.094, H6 1.091
2 C -9.45196 -12.47608 9.42133  C1 1.512, O3 1.423, H7 1.101, H8 1.098
3 O -9.20224 -11.22413 10.05007  C2 1.423, H9 0.968
4 H -11.41711 -11.95511 8.76318  C1 1.086
5 H -10.61241 -13.29169 7.84979  C1 1.094
6 H -10.11222 -11.66303 7.54458  C1 1.091
7 H -8.54017 -12.92844 9.00138  C2 1.101
8 H -9.80901 -13.19355 10.17130  C2 1.098
9 H -8.73729 -11.43559 10.87231  O3 0.968
10 C -11.74429 -19.77073 8.93092  C11 1.510, H13 1.099, H14 1.092, H15 1.088
11 C -11.55403 -19.44962 10.39392  C10 1.510, O12 1.442, H16 1.088, H17 1.088
12 O -12.12201 -20.45151 11.26091  C11 1.442, H18 0.970
13 H -11.33058 -18.93250 8.35204  C10 1.099
14 H -12.77994 -19.82017 8.58805  C10 1.092
15 H -11.21182 -20.65470 8.58547  C10 1.088
16 H -12.06543 -18.51872 10.62845  C11 1.088
17 H -10.49346 -19.34457 10.61078  C11 1.088
18 H -13.07394 -20.26715 11.27451  O12 0.970
19 C -9.62826 -14.53019 4.68717  C20 1.517, H22 1.089, H23 1.091, H24 1.090
20 C -8.59763 -14.11347 5.71983  C19 1.517, O21 1.418, H25 1.095, H26 1.100
21 O -8.68506 -15.02358 6.80404  C20 1.418, H27 0.970
22 H -9.32321 -15.46508 4.21872  C19 1.089
23 H -9.71197 -13.76277 3.91655  C19 1.091
24 H -10.59602 -14.67341 5.16805  C19 1.090
25 H -8.74312 -13.07956 6.04890  C20 1.095
26 H -7.59921 -14.19119 5.26443  C20 1.100
27 H -7.95582 -14.87728 7.42722  O21 0.970
28 C -14.33111 -17.17696 11.62771  C29 1.517, H31 1.089, H32 1.091, H33 1.093
29 C -15.38271 -18.24152 11.87473  C28 1.517, O30 1.424, H34 1.097, H35 1.097
30 O -14.80816 -19.52550 11.65013  C29 1.424, H36 0.961
31 H -13.39586 -17.45623 12.11134  C28 1.089
32 H -14.65864 -16.20431 11.99739  C28 1.091
33 H -14.16247 -17.06066 10.55448  C28 1.093
34 H -16.24498 -18.06250 11.22043  C29 1.097
35 H -15.77808 -18.17106 12.89547  C29 1.097
36 H -15.31728 -20.20193 12.10440  O30 0.961
37 C -6.19197 -19.92406 9.50925  C38 1.505, H40 1.090, H41 1.094, H42 1.091
38 C -5.18421 -20.67176 10.34034  C37 1.505, O39 1.412, H43 1.100, H44 1.097
39 O -4.13557 -21.12993 9.51295  C38 1.412, H45 0.961
40 H -5.72878 -19.02954 9.09221  C37 1.090
41 H -7.05966 -19.63764 10.11018  C37 1.094
42 H -6.65032 -20.53670 8.73127  C37 1.091
43 H -5.70435 -21.50526 10.83608  C38 1.100
44 H -4.80659 -20.05780 11.16703  C38 1.097
45 H -3.58550 -21.73282 10.02002  O39 0.961
46 C -13.04979 -15.20865 6.31266  C47 1.507, H49 1.094, H50 1.089, H51 1.091
47 C -12.09872 -15.68160 7.38132  C46 1.507, O48 1.425, H52 1.099, H53 1.095
48 O -12.57791 -15.21489 8.63931  C47 1.425, H54 0.975
49 H -13.01528 -14.11661 6.25574  C46 1.094
50 H -14.06481 -15.51566 6.55872  C46 1.089
51 H -12.76108 -15.56120 5.32170  C46 1.091
52 H -11.08574 -15.28999 7.21491  C47 1.099
53 H -12.02802 -16.77428 7.37040  C47 1.095
54 H -11.97526 -15.55110 9.32777  O48 0.975
55 C -6.49314 -17.03895 13.31473  C56 1.525, H58 1.090, H59 1.091, H60 1.094
56 C -5.67421 -17.47301 14.52624  C55 1.525, O57 1.425, H61 1.090, H62 1.096
57 O -5.01576 -18.71537 14.29624  C56 1.425, H63 0.963
58 H -7.31437 -17.73406 13.13705  C55 1.090
59 H -5.83739 -17.00215 12.44339  C55 1.091
60 H -6.95541 -16.06419 13.49457  C55 1.094
61 H -6.32541 -17.63835 15.38456  C56 1.090
62 H -4.96317 -16.68140 14.78750  C56 1.096
63 H -4.34051 -18.56607 13.62660  O57 0.963
64 C -8.77067 -20.34993 13.60400  C65 1.520, H67 1.097, H68 1.090, H69 1.093
65 C -9.99108 -21.08763 14.13029  C64 1.520, O66 1.429, H70 1.092, H71 1.095
66 O -11.18719 -20.35307 13.86008  C65 1.429, H72 0.976
67 H -7.87511 -20.98106 13.65225  C64 1.097
68 H -8.52117 -19.47500 14.20470  C64 1.090
69 H -8.90133 -20.08207 12.55236  C64 1.093
70 H -9.91498 -21.18260 15.21536  C65 1.092
71 H -10.07771 -22.08595 13.68961  C65 1.095
72 H -11.37591 -20.46926 12.90952  O66 0.976
73 C -9.30726 -13.30263 13.87770  C74 1.511, H76 1.095, H77 1.087, H78 1.098
74 C -9.00236 -11.83634 13.67793  C73 1.511, O75 1.420, H79 1.095, H80 1.093
75 O -8.00026 -11.63945 12.69196  C74 1.420, H81 0.960
76 H -9.67170 -13.68770 12.91934  C73 1.095
77 H -10.03395 -13.52408 14.65498  C73 1.087
78 H -8.44653 -13.96523 14.03645  C73 1.098
79 H -8.76825 -11.31460 14.61139  C74 1.095
80 H -9.93115 -11.37991 13.32517  C74 1.093
81 H -7.13718 -11.60371 13.11025  O75 0.960
82 C -8.57469 -17.09384 9.79960  C83 1.504, H85 1.092, H86 1.093, H87 1.098
83 C -9.38986 -15.90404 10.22756  C82 1.504, O84 1.432, H88 1.094, H89 1.097
84 O -10.73834 -16.30083 10.49845  C83 1.432, H90 0.980
85 H -7.54288 -16.83926 9.54896  C82 1.092
86 H -9.03734 -17.66567 8.99102  C82 1.093
87 H -8.50734 -17.82857 10.61323  C82 1.098
88 H -9.42241 -15.11647 9.46841  C83 1.094
89 H -8.96596 -15.44820 11.13116  C83 1.097
90 H -10.90560 -16.17556 11.45568  O84 0.980
91 C -10.61500 -16.66550 15.48872  C92 1.519, H94 1.089, H95 1.096, H96 1.090
92 C -10.97792 -17.14352 14.09382  C91 1.519, O93 1.446, H97 1.092, H98 1.085
93 O -11.02667 -16.01504 13.19161  C92 1.446, H99 0.973
94 H -9.63857 -16.18291 15.48088  C91 1.089
95 H -10.54457 -17.54523 16.13840  C91 1.096
96 H -11.37116 -16.00174 15.90705  C91 1.090
97 H -11.93431 -17.67042 14.08510  C92 1.092
98 H -10.22289 -17.81346 13.69496  C92 1.085
99 H -11.72478 -15.39241 13.45999  O93 0.973
100 C -9.83494 -20.67858 6.15333  C101 1.511, H103 1.090, H104 1.091, H105 1.091
101 C -8.92233 -19.55061 6.57479  C100 1.511, O102 1.427, H106 1.099, H107 1.095
102 O -9.17216 -18.42771 5.73089  C101 1.427, H108 0.963
103 H -9.83176 -21.50235 6.86755  C100 1.090
104 H -9.51737 -21.10442 5.20051  C100 1.091
105 H -10.85425 -20.30472 6.04965  C100 1.091
106 H -7.87828 -19.87255 6.45189  C101 1.099
107 H -9.05990 -19.28340 7.62811  C101 1.095
108 H -8.73724 -17.65572 6.10795  O102 0.963
109 C -6.02258 -14.24377 10.60342  C110 1.518, H112 1.089, H113 1.088, H114 1.094
110 C -5.47546 -13.98460 9.21183  C109 1.518, O111 1.437, H115 1.091, H116 1.094
111 O -6.29289 -14.73304 8.29768  C110 1.437, H117 0.965
112 H -5.72864 -15.22918 10.96248  C109 1.089
113 H -7.10072 -14.10188 10.64637  C109 1.088
114 H -5.56230 -13.52786 11.29108  C109 1.094
115 H -4.43130 -14.29777 9.17453  C110 1.091
116 H -5.58767 -12.91484 9.01074  C110 1.094
117 H -5.86611 -14.68975 7.43322  O111 0.965
118 C -12.53671 -13.06093 11.49719  C119 1.514, H121 1.090, H122 1.093, H123 1.089
119 C -13.21911 -12.84933 12.83166  C118 1.514, O120 1.439, H124 1.096, H125 1.097
120 O -12.79435 -13.87025 13.75200  C119 1.439, H126 0.962
121 H -12.93102 -13.93179 10.97380  C118 1.090
122 H -11.46872 -13.24188 11.64184  C118 1.093
123 H -12.61553 -12.15824 10.89313  C118 1.089
124 H -14.30644 -12.86914 12.69638  C119 1.096
125 H -12.97512 -11.85943 13.23641  C119 1.097
126 H -13.40313 -13.86816 14.49724  O120 0.962

Löwdin population analysis, charges in e, atoms 1 to 8: C -0.06; C -0.33; O -0.07; H 0.07; H 0.05; H 0.08; H 0.10; H 0.08

---

2.
This record from OMol25 describes a cluster of 14 separate species, C28H87N15O19 in total at a distorted geometry. The level of theory is ωB97M-V/def2-TZVPD.

Calculated values
Kohn-Sham gap: 8.90 eV
E_LUMO: 0.34 eV
Charge: 0
E_tot: -3370.0396 Eh

Bonds (Å) are listed after each position.
Cartesian coordinates (Å):
1 C -27.32453 5.87145 3.92109  C2 1.480, O4 1.430, H5 1.135, H6 1.144
2 C -26.05843 5.69686 3.17502  C1 1.480, O3 1.425, H7 1.125, H8 1.100
3 O -25.02166 6.27383 3.96413  C2 1.425, H9 1.061
4 O -27.58529 4.89613 4.93452  C1 1.430, H10 0.935
5 H -28.19033 5.94316 3.19003  C1 1.135
6 H -27.32585 6.88746 4.44652  C1 1.144
7 H -26.06118 6.18691 2.16231  C2 1.125
8 H -25.83286 4.64344 2.95051  C2 1.100
9 H -25.08348 5.93184 4.96636  O3 1.061
10 H -27.95345 4.10827 4.59234  O4 0.935
11 C -26.45496 5.27974 12.91594  C12 1.520, O14 1.410, H15 1.121, H16 1.078
12 C -27.83442 4.65469 12.79143  C11 1.520, O13 1.487, H17 1.055, H18 1.084
13 O -27.91601 3.92103 11.50090  C12 1.487, H19 0.954
14 O -26.38173 6.30927 11.95480  C11 1.410, H20 0.949
15 H -25.60419 4.58322 12.69966  C11 1.121
16 H -26.24697 5.71809 13.87909  C11 1.078
17 H -28.55030 5.42539 12.87174  C12 1.055
18 H -28.02960 3.97482 13.61250  C12 1.084
19 H -27.64667 4.55298 10.83895  O13 0.954
20 H -26.45773 5.96975 11.07234  O14 0.949
21 C -21.69378 8.38383 5.10716  C22 1.574, O24 1.448, H25 1.059, H26 1.069
22 C -20.59649 9.32419 4.48395  C21 1.574, O23 1.451, H27 1.110, H28 1.109
23 O -19.35525 9.28253 5.23387  C22 1.451, H29 1.005
24 O -22.19240 8.89740 6.36629  C21 1.448, H30 1.005
25 H -21.31003 7.41819 5.30939  C21 1.059
26 H -22.48927 8.35087 4.39387  C21 1.069
27 H -21.06949 10.32572 4.40891  C22 1.110
28 H -20.35504 8.97307 3.46000  C22 1.109
29 H -19.46294 9.56769 6.19137  O23 1.005
30 H -21.44210 9.06266 7.01448  O24 1.005
31 C -21.24187 2.55833 10.66918  C32 1.505, O34 1.442, H35 1.091, H36 1.066
32 C -19.85455 3.06600 10.95780  C31 1.505, O33 1.421, H37 1.117, H38 1.094
33 O -19.60309 4.11066 10.02813  C32 1.421, H39 0.950
34 O -22.35855 3.45859 10.81702  C31 1.442, H40 0.955
35 H -21.39660 1.67890 11.29641  C31 1.091
36 H -21.22860 2.17212 9.67556  C31 1.066
37 H -19.15844 2.19359 10.91094  C32 1.117
38 H -19.73396 3.49431 11.95684  C32 1.094
39 H -18.68691 4.36064 10.05472  O33 0.950
40 H -22.20293 4.15491 10.18225  O34 0.955
41 C -21.43387 4.66808 4.03129  C42 1.515, O44 1.423, H45 1.114, H46 1.095
42 C -20.47693 3.51593 3.80017  C41 1.515, O43 1.400, H47 1.109, H48 1.095
43 O -20.75065 2.44736 4.66260  C42 1.400, H49 1.004
44 O -22.77971 4.24679 3.84356  C41 1.423, H50 0.992
45 H -21.01420 5.47287 3.38619  C41 1.114
46 H -21.25761 5.00544 5.05831  C41 1.095
47 H -19.52469 4.03666 4.02639  C42 1.109
48 H -20.30722 3.30600 2.73901  C42 1.095
49 H -21.73897 2.28767 4.58545  O43 1.004
50 H -23.36260 5.04647 3.91654  O44 0.992
51 C -19.40468 9.69018 9.03142  O52 1.225, N53 1.352, N54 1.350
52 O -20.11843 9.85551 8.05026  C51 1.225
53 N -18.64226 8.57393 9.02337  C51 1.352, H55 0.996, H56 1.016
54 N -19.27316 10.50576 10.09899  C51 1.350, H57 1.011, H58 1.000
55 H -18.23440 8.15920 9.83152  N53 0.996
56 H -18.53440 8.08380 8.14041  N53 1.016
57 H -20.10838 11.07553 10.09755  N54 1.011
58 H -19.05642 10.18611 11.02165  N54 1.000
59 C -28.41261 6.19691 8.35833  O60 1.217, N61 1.364, N62 1.368
60 O -27.63872 5.76054 9.18977  C59 1.217
61 N -28.37092 7.49447 7.93829  C59 1.364, H63 1.012, H64 1.004
62 N -29.40369 5.47771 7.74878  C59 1.368, H65 1.002, H66 1.049
63 H -29.16488 7.89800 7.45844  N61 1.012
64 H -27.98940 8.24961 8.47819  N61 1.004
65 H -29.65105 5.77640 6.82510  N62 1.002
66 H -29.62850 4.51224 8.09216  N62 1.049
67 C -17.96322 6.23782 5.84778  O68 1.231, N69 1.355, N70 1.331
68 O -17.90218 6.81146 6.93539  C67 1.231
69 N -18.31221 6.79432 4.66220  C67 1.355, H71 0.975, H72 1.043
70 N -17.48481 4.99647 5.79686  C67 1.331, H73 0.984, H74 1.004
71 H -18.11505 6.36310 3.80999  N69 0.975
72 H -18.59749 7.79591 4.71805  N69 1.043
73 H -17.63857 4.39652 6.56090  N70 0.984
74 H -17.79415 4.55944 4.94732  N70 1.004
75 C -25.53100 9.97719 8.09710  O76 1.212, N77 1.438, N78 1.406
76 O -26.58277 10.53519 8.32479  C75 1.212
77 N -25.36285 8.57803 8.38363  C75 1.438, H79 1.027, H80 1.027
78 N -24.39011 10.52027 7.48067  C75 1.406, H81 1.017, H82 0.980
79 H -25.98717 8.15295 9.07894  N77 1.027
80 H -24.40733 8.29766 8.63620  N77 1.027
81 H -23.72634 9.83530 7.12651  N78 1.017
82 H -24.48596 11.46319 7.23317  N78 0.980
83 C -26.83938 1.20539 8.33130  O84 1.201, N85 1.326, N86 1.447
84 O -26.81066 0.79092 7.20491  C83 1.201
85 N -27.09463 2.45281 8.69978  C83 1.326, H87 1.027, H88 1.004
86 N -26.57483 0.41376 9.51286  C83 1.447, H89 1.018, H90 1.005
87 H -26.96918 2.64987 9.69945  N85 1.027
88 H -27.12392 3.20768 8.03921  N85 1.004
89 H -26.35799 -0.57078 9.36798  N86 1.018
90 H -26.89560 0.76648 10.39790  N86 1.005
91 C -18.22075 0.79141 7.09512  O92 1.187, N93 1.447, N94 1.331
92 O -17.51534 0.41943 7.97439  C91 1.187
93 N -19.28714 1.71712 7.40890  C91 1.447, H95 0.993, H96 0.969
94 N -18.16433 0.52708 5.79165  C91 1.331, H97 0.994, H98 0.996
95 H -19.46982 1.98641 8.34694  N93 0.993
96 H -19.77289 2.09542 6.66029  N93 0.969
97 H -18.95977 0.78834 5.25519  N94 0.994
98 H -17.59731 -0.21201 5.44056  N94 0.996
99 C -23.89366 3.68877 7.63110  C100 1.501, H105 1.057, H106 1.105, H107 1.093
100 C -24.22246 5.13916 7.83783  C99 1.501, C101 1.491, N104 1.484, H108 1.119
101 C -23.04015 6.00244 7.55436  C100 1.491, O102 1.441, H109 1.089, H110 1.076
102 O -21.98395 5.66548 8.47555  C101 1.441, C103 1.445
103 C -20.73948 6.25600 8.03969  O102 1.445, H111 1.107, H112 1.058, H113 1.101
104 N -25.28867 5.59368 6.91036  C100 1.484, H114 1.016, H115 1.034
105 H -23.10972 3.31200 8.23098  C99 1.057
106 H -23.67111 3.48828 6.56723  C99 1.105
107 H -24.79696 3.16183 7.94909  C99 1.093
108 H -24.53537 5.39707 8.88119  C100 1.119
109 H -23.25364 7.06902 7.61354  C101 1.089
110 H -22.71077 5.80412 6.54966  C101 1.076
111 H -19.98361 6.19965 8.84623  C103 1.107
112 H -20.85769 7.26633 7.74916  C103 1.058
113 H -20.31036 5.56874 7.29428  C103 1.101
114 H -25.51546 6.56299 7.11204  N104 1.016
115 H -26.17782 5.07712 6.79904  N104 1.034
116 C -25.21193 0.92633 2.37916  C117 1.547, H122 1.118, H123 1.082, H124 1.116
117 C -25.54971 0.91401 3.88908  C116 1.547, C118 1.508, N121 1.488, H125 1.115
118 C -24.72692 1.90212 4.67675  C117 1.508, O119 1.452, H126 1.102, H127 1.057
119 O -23.35461 1.42783 4.66852  C118 1.452, C120 1.409
120 C -23.19922 0.50613 5.72331  O119 1.409, H128 1.088, H129 1.135, H130 1.066
121 N -27.01509 0.89501 4.14555  C117 1.488, H131 1.049, H132 0.980
122 H -25.42167 -0.10986 2.01427  C116 1.118
123 H -24.14045 1.05988 2.31058  C116 1.082
124 H -25.75699 1.72271 1.81809  C116 1.116
125 H -25.25941 -0.07247 4.31928  C117 1.115
126 H -24.95663 1.95269 5.75304  C118 1.102
127 H -24.75116 2.87986 4.27512  C118 1.057
128 H -23.56874 -0.47831 5.44343  C120 1.088
129 H -23.80271 0.85813 6.61823  C120 1.135
130 H -22.15306 0.34679 5.85077  C120 1.066
131 H -27.48837 1.69551 3.66000  N121 1.049
132 H -27.29935 0.72960 5.06897  N121 0.980
133 C -23.07798 9.27778 11.42418  C134 1.516, H139 1.077, H140 1.088, H141 1.075
134 C -22.55932 7.88343 11.13261  C133 1.516, C135 1.539, N138 1.463, H142 1.106
135 C -21.80526 7.32703 12.35359  C134 1.539, O136 1.497, H143 1.071, H144 1.118
136 O -20.70481 8.30393 12.62918  C135 1.497, C137 1.410
137 C -19.93856 7.91669 13.74779  O136 1.410, H145 1.080, H146 1.102, H147 1.108
138 N -23.77729 7.13629 10.81669  C134 1.463, H148 1.022, H149 0.989
139 H -23.65752 9.66789 10.60433  C133 1.077
140 H -22.25647 9.97935 11.54970  C133 1.088
141 H -23.65597 9.26791 12.33098  C133 1.075
142 H -21.84234 7.88402 10.29062  C134 1.106
143 H -21.33213 6.39490 12.12228  C135 1.071
144 H -22.42067 7.31264 13.28629  C135 1.118
145 H -20.41810 7.66457 14.68205  C137 1.080
146 H -19.19044 8.68581 13.99980  C137 1.102
147 H -19.32277 7.03562 13.47815  C137 1.108
148 H -24.55081 7.29570 11.46514  N138 1.022
149 H -23.59881 6.18305 11.00953  N138 0.989

Löwdin population analysis, charges in e, atoms 1 to 8: C -0.25; C -0.26; O -0.15; O -0.08; H 0.13; H 0.15; H 0.14; H 0.11

---

Q: Number 1 is which compound?
A: C28H84O14